[1]
Here is a single CH2Cl2O3S molecule at a distorted geometry from the OMol25 dataset. Energies are from ωB97M-V with the def2-TZVPD basis set.

ORCA input file:
```
! RIJCOSX wB97M-V def2-TZVPD def2/J DEFGRID3
* xyz 0 1
C -1.5648 0.5543 0.6916
O 2.5356 -0.1579 0.4558
O 2.2992 -2.1187 -0.9503
O 0.4254 0.0559 -1.1292
S 2.3674 -0.6931 -0.8785
Cl -2.5629 0.4658 -0.7110
Cl 0.1377 1.0098 0.0386
H -2.0428 1.3147 1.3525
H -1.5949 -0.4309 1.1306
*
```

Properties
**ΔE to the lowest compared entry with this formula, charge and spin**: 35.7 kcal per mole
**Frontier orbital gap**: 9.857 eV
**Strongest force on any atom**: 2.28 eV/Å
**E_HOMO**: -9.99 eV
**E**: -1583.432195 Ha



[2]
Here is a single CH2Cl3OPS2 molecule at a distorted geometry from the OMol25 dataset. Energies are from ωB97M-V with the def2-TZVPD basis set.

ORCA input file:
```
! RIJCOSX wB97M-V def2-TZVPD def2/J DEFGRID3
* xyz 0 1
C 0.8724 1.1332 -0.5561
O 1.0131 -1.4412 -0.4927
P -0.1687 -0.5129 -0.9718
S -2.8578 -1.6003 2.0379
S -1.2491 -0.6344 1.3400
Cl -0.1043 2.6713 -0.6226
Cl 1.9818 1.1946 -1.9021
Cl 1.6960 1.0605 0.9793
H 0.8965 -2.3559 -1.0330
H -2.0801 0.4852 1.2212
*
```

Properties
**ΔE to the lowest compared entry with this formula, charge and spin**: 75.6 kcal per mole
**Frontier orbital gap (spin up / spin down)**: 6.652 / 6.659 eV
**Strongest force on any atom**: 4.92 eV/Å
**E_HOMO (spin up / spin down)**: -7.87 / -7.88 eV
**E**: -2632.776939 Ha



[3]
Here is a single CH2Cl4Si molecule at a distorted geometry from the OMol25 dataset. Energies are from ωB97M-V with the def2-TZVPD basis set.

ORCA input file:
```
! RIJCOSX wB97M-V def2-TZVPD def2/J DEFGRID3
* xyz 0 1
Cl 1.6938 -0.6521 -1.3613
Cl -1.1366 -2.2978 -0.4838
Cl -2.1792 0.9692 -0.6217
Cl -1.2222 -0.1880 2.3251
C 0.9966 0.4484 -0.1717
Si -0.6884 -0.2973 0.2430
H 0.8394 1.4081 -0.6317
H 1.6965 0.6094 0.7021
*
```

Properties
**ΔE to the lowest compared entry with this formula, charge and spin**: 14.9 kcal per mole
**Frontier orbital gap**: 11.195 eV
**Strongest force on any atom**: 2.52 eV/Å
**E_HOMO**: -11.07 eV
**E**: -2169.713426 Ha



[4]
Here is 2 unconnected molecules or ions with the total composition CH2ClFO2 at a distorted geometry from the OMol25 dataset. Energies are from ωB97M-V with the def2-TZVPD basis set.

ORCA input file:
```
! RIJCOSX wB97M-V def2-TZVPD def2/J DEFGRID3
* xyz 0 1
C -0.7530 -0.4229 -0.1287
O 0.3533 -0.9613 -0.6225
O -0.7545 0.6022 0.4899
F 1.6884 1.1880 0.4644
Cl -2.2695 -1.1853 -0.4002
H 1.1041 -0.4038 -0.5105
H 0.6312 1.1832 0.7075
*
```

Properties
**ΔE to the lowest compared entry with this formula, charge and spin**: 2.3 kcal per mole
**Frontier orbital gap**: 12.523 eV
**Strongest force on any atom**: 3.61 eV/Å
**E_HOMO**: -12.08 eV
**E**: -749.856875 Ha